ORCA calculation (ωB97M-V with the def2-TZVPD basis set) on a molecular structure, C7H10.

As for the orbital gap: 9.128 eV.

XYZ file:
```
17
C7H10 (ωB97M-V with the def2-TZVPD basis set)
H 1.673 -0.296 2.159
H 1.826 1.858 0.882
C 1.110 0.761 -0.962
C -1.843 0.524 -0.227
C 0.114 -1.070 0.821
H -2.700 0.594 0.447
C 1.441 0.934 0.453
H -2.202 0.610 -1.260
C 0.192 -0.984 -0.684
H 0.605 -1.828 -1.248
C 1.108 -0.084 1.264
H -1.173 1.365 -0.034
H 1.796 0.234 -1.595
C -1.119 -0.783 -0.042
H -1.787 -1.646 0.031
H 0.959 1.769 -1.466
H 0.000 -1.955 1.460
```

***

ORCA calculation (ωB97M-V with the def2-TZVPD basis set) on C7H10 in the gas phase.

As for the SMILES: C[C@@]12C[C@@H]3[C@H](C1)[C@@H]32. As for the orbital gap: 8.831 eV.

XYZ file:
```
17
C7H10 (ωB97M-V with the def2-TZVPD basis set)
H 1.171 1.175 1.507
C 1.517 -1.032 -0.313
H 2.164 -0.464 -1.025
C -1.364 0.381 -0.568
C 0.273 -0.533 0.445
H -0.355 0.597 2.230
H -0.780 2.484 0.136
H -1.188 -1.785 -0.598
H 1.350 -1.962 -0.859
H 2.193 -1.242 0.495
C -0.526 1.432 0.181
H -2.223 0.670 -1.157
C -1.145 -0.945 0.100
H 0.444 1.015 -1.899
C 0.043 0.650 -0.940
C 0.196 0.731 1.294
H -1.769 -1.169 0.970
```

***

ORCA calculation (ωB97M-V with the def2-TZVPD basis set) on a molecular structure, C7H10BBiF4N.

As for the orbital gap: 7.104 eV. The net charge is -1.

XYZ file:
```
24
C7H10BBiF4N (ωB97M-V with the def2-TZVPD basis set)
F 0.686 -1.143 2.977
B 1.254 0.153 3.331
H 1.381 1.883 -0.012
H -1.230 -3.252 -0.333
F 2.310 0.012 4.175
C 1.201 -1.331 -1.646
H 2.227 -1.018 -1.836
H 1.451 -2.904 -0.056
H -0.781 2.803 -1.468
F 1.699 0.716 2.030
F 0.221 0.989 3.786
H -0.421 3.338 0.189
C -0.603 2.444 -0.439
H -2.087 -1.557 -2.275
H -2.344 2.091 0.889
C -1.080 -1.596 -1.862
N 0.531 1.492 -0.420
C -0.633 -2.486 -0.831
H -2.440 1.245 -0.748
H 0.047 -0.177 -3.174
C 0.051 -0.891 -2.353
Bi -0.428 -0.143 0.721
C -1.806 1.642 0.051
C 0.793 -2.311 -0.694
```

***

ORCA calculation (ωB97M-V with the def2-TZVPD basis set) on a molecular structure, C7H10BiF5NOTe.

As for the orbital gap: 5.099 eV. The net charge is -1.

XYZ file:
```
26
C7H10BiF5NOTe (ωB97M-V with the def2-TZVPD basis set)
H 2.349 1.813 -1.799
H -1.927 2.418 -0.997
C 0.031 -2.680 -0.579
F -0.427 -1.769 3.533
F 0.504 1.851 3.248
C 1.050 -2.125 -1.387
H 0.924 0.324 -3.566
F -1.557 0.451 2.667
Te 0.121 0.030 3.483
C 1.255 1.729 -1.843
C 0.328 2.400 -0.991
H 2.072 -1.998 -1.022
F -0.643 0.377 5.175
F 1.730 -0.333 4.341
H -0.911 -2.977 -1.009
Bi 0.016 -0.215 0.097
C -0.987 2.036 -1.412
C 0.510 0.955 -2.768
H 0.903 -2.009 -2.450
H 0.178 -2.928 0.479
C -0.865 1.150 -2.506
H 0.578 3.107 -0.190
N -1.973 -0.860 -0.076
H -2.705 -1.084 0.672
O 1.140 -0.367 1.965
H -1.695 0.705 -3.066
```

***

ORCA calculation (ωB97M-V with the def2-TZVPD basis set) on 2 unconnected molecules or ions with the total composition C7H10BrNO3.

As for the SMILES: CC#CO[C@H](Br)NCC.O=C=O. As for the orbital gap: 9.840 eV.

XYZ file:
```
22
C7H10BrNO3 (ωB97M-V with the def2-TZVPD basis set)
H 0.199 0.505 -4.111
C -1.070 1.006 1.899
H -0.214 -0.944 4.151
C 0.484 1.241 -2.026
H -1.918 -1.216 4.094
C -1.066 -0.997 3.548
H 1.586 1.694 -2.113
O -3.100 -3.475 0.120
N 0.004 1.091 -0.727
H 0.028 2.201 -2.472
O -1.102 -2.437 0.452
H -0.910 -0.072 -3.171
C -2.109 -2.909 0.227
H 0.204 0.175 -0.382
C -1.157 1.670 -0.320
H -0.934 -1.932 2.801
H 0.826 -0.672 -3.008
O -1.146 2.016 1.033
H -1.202 2.623 -1.122
Br -2.791 0.379 -0.779
C -1.124 0.121 2.710
C 0.130 0.096 -3.046
```

***

ORCA calculation (ωB97M-V with the def2-TZVPD basis set) on C7H10Cl2 in the gas phase.

As for the orbital gap (spin up / spin down): 8.676 / 7.784 eV.

XYZ file:
```
19
C7H10Cl2 (ωB97M-V with the def2-TZVPD basis set)
H 1.110 0.459 -2.063
C 0.751 0.574 0.630
H -0.679 -0.192 -2.322
C 0.080 0.260 -1.581
H 2.312 -1.162 -0.168
C 0.228 -0.466 -0.251
C -0.679 1.962 1.822
H -1.972 -0.054 -0.036
H 1.319 -2.363 0.096
H -1.443 -1.624 -0.599
H 1.541 1.939 1.905
H -0.344 1.273 -1.512
H 1.338 -1.807 -1.466
C 0.730 1.568 1.469
Cl -1.423 0.769 2.935
H -1.285 -1.287 0.971
C 1.360 -1.490 -0.426
Cl -1.711 2.531 0.566
C -1.233 -0.889 0.031
```

***

ORCA calculation (ωB97M-V with the def2-TZVPD basis set) on C7H10ClP in the gas phase.

As for the SMILES: C=P1(Cl)C=C(C)C(C)=C1. As for the orbital gap (spin up / spin down): 7.886 / 7.885 eV.

XYZ file:
```
19
C7H10ClP (ωB97M-V with the def2-TZVPD basis set)
H -2.079 -0.955 -1.772
H -2.596 0.698 -1.103
H 1.050 -0.734 2.172
H -1.903 -2.170 0.654
C 0.712 -0.489 1.243
H 3.471 1.758 1.265
H 2.638 2.680 0.237
H 0.888 0.931 -2.203
C -1.704 -1.282 1.150
C -0.507 -0.531 0.631
H -2.734 -0.717 1.069
C 2.594 1.812 0.777
H -1.403 0.727 -2.317
H -1.680 -1.479 2.124
C -0.536 -0.048 -0.768
C -1.785 0.089 -1.542
P 1.904 0.435 0.111
C 0.645 0.483 -1.156
Cl 3.025 -1.209 -0.572
```

***

ORCA calculation (ωB97M-V with the def2-TZVPD basis set) on 2 unconnected molecules or ions with the total composition C7H10F9NO4S.

As for the SMILES: O=S(=O)(F)NCCOCC(F)(F)C(F)(F)C(F)(F)C(F)F.O. As for the orbital gap: 10.639 eV.

XYZ file:
```
32
C7H10F9NO4S (ωB97M-V with the def2-TZVPD basis set)
C 0.305 0.671 0.145
F -1.962 1.341 1.455
O 5.543 -1.403 -0.914
C 3.013 0.483 1.469
H 1.034 0.153 -0.564
H 3.231 0.775 2.552
F 3.261 -0.379 -1.615
O 3.570 -2.255 0.196
F -4.598 1.002 0.477
F -4.565 -1.659 0.299
H 2.346 -0.433 1.532
C -3.489 0.445 -0.204
H -3.748 -3.339 -1.836
C -0.940 1.128 -0.740
H -0.019 -0.129 0.888
C -2.274 1.422 0.077
C -3.317 -1.011 0.459
F -0.553 2.364 -1.320
H 2.709 1.853 -0.266
O -3.153 -3.732 -2.484
H 2.677 2.669 1.374
F -2.276 -1.740 -0.098
F -1.074 0.210 -1.780
O 0.885 1.747 0.892
F -3.878 0.385 -1.541
S 4.192 -1.017 -0.394
H 4.858 -0.338 1.604
H -3.213 -0.841 1.578
C 2.316 1.757 0.795
N 4.353 0.161 0.848
F -2.683 2.724 -0.172
H -2.550 -3.016 -2.712
```

***

ORCA calculation (ωB97M-V with the def2-TZVPD basis set) on 2 unconnected molecules or ions with the total composition C7H10FN2O.

As for the orbital gap: 7.905 eV. The net charge is +1.

XYZ file:
```
21
C7H10FN2O (ωB97M-V with the def2-TZVPD basis set)
C 0.143 0.415 -0.211
H -2.774 1.720 0.479
C 3.531 -0.835 -0.331
C 2.260 -0.020 -0.248
C -2.401 -0.506 0.361
H -4.080 0.649 1.226
H 2.913 1.884 0.407
H -2.686 0.200 -1.704
H -4.046 -0.744 -1.020
C 0.767 1.504 0.348
H 4.276 -0.789 -1.135
C -3.235 -0.099 -0.763
N 1.101 -0.543 -0.522
F 4.304 -0.706 0.718
H 2.997 -1.857 -0.542
N 2.112 1.237 0.230
H 0.332 2.417 0.706
H 0.935 -1.441 -1.001
H -1.364 -1.592 1.641
C -3.180 0.670 0.567
O -1.905 -1.564 0.792
```

***

ORCA calculation (ωB97M-V with the def2-TZVPD basis set) on a molecular structure, C7H10FN3O2.

As for the orbital gap: 9.939 eV.

XYZ file:
```
23
C7H10FN3O2 (ωB97M-V with the def2-TZVPD basis set)
C -0.398 -0.551 -1.110
N 0.101 -3.000 -0.782
C -0.560 0.035 0.324
H -0.439 1.925 2.323
H -1.336 -0.921 -1.499
H 0.976 2.338 -2.334
H -1.817 0.643 1.546
C 0.340 1.206 2.260
H 0.068 0.301 2.731
C 1.032 1.887 -0.110
C 0.640 -1.755 -1.023
H 0.701 -3.675 -0.503
F -0.124 -1.328 1.392
H -0.049 0.475 -3.079
O 1.849 2.682 0.228
H -2.427 -0.542 0.695
N -1.879 0.288 0.631
H -0.877 -3.059 -0.432
O 1.837 -1.521 -1.070
C 0.666 1.634 -1.548
H 1.317 1.490 2.647
C -0.014 0.540 -2.067
N 0.393 0.910 0.783
```

***

ORCA calculation (ωB97M-V with the def2-TZVPD basis set) on a gas-phase ion, C7H10N (charge +1).

As for the SMILES: C#[N+][C@@H]1C[C@@H]1/C=C/C. As for the orbital gap: 7.921 eV. The net charge is +1.

XYZ file:
```
18
C7H10N (ωB97M-V with the def2-TZVPD basis set)
C -2.179 -1.788 0.224
N -1.842 -0.689 0.392
H 3.431 -0.547 -0.333
H -1.000 0.299 -1.723
H 2.672 -0.767 1.157
H -2.349 -2.869 0.157
H -1.834 2.018 -1.538
C 1.280 -0.410 -0.176
C 0.924 0.811 0.370
C -0.383 1.527 0.124
H 0.602 -0.952 -0.791
C -1.278 1.086 -1.038
H 1.526 1.251 1.207
H 2.532 -2.136 0.008
C 2.594 -1.069 0.156
C -1.730 0.656 0.307
H -0.487 2.475 0.570
H -2.479 1.104 0.927
```

***

ORCA calculation (ωB97M-V with the def2-TZVPD basis set) on a gas-phase ion, C7H10N (charge +1).

As for the SMILES: C=C=C[C@@]1(C)[NH+]=C1C. As for the orbital gap: 8.433 eV. The net charge is +1.

XYZ file:
```
18
C7H10N (ωB97M-V with the def2-TZVPD basis set)
H 1.531 -2.351 1.286
C -3.147 0.027 -0.490
H -0.890 1.220 -1.276
H -0.323 2.459 -0.132
H 1.367 -2.274 -0.616
H -0.902 -0.462 1.996
H -3.411 -0.748 -1.257
C 0.194 0.468 0.387
H 0.953 1.687 -1.227
C -2.201 -0.050 0.352
C -0.028 1.506 -0.683
H -3.586 1.029 -0.805
C 1.825 -1.740 0.256
H 2.974 -1.692 0.195
C -1.079 0.012 0.999
H 1.662 0.690 2.094
C 1.295 -0.417 0.442
N 1.435 0.700 1.110
```

***

ORCA calculation (ωB97M-V with the def2-TZVPD basis set) on a gas-phase ion, C7H10N (charge +1).

As for the orbital gap: 9.518 eV. The net charge is +1.

XYZ file:
```
18
C7H10N (ωB97M-V with the def2-TZVPD basis set)
H 0.979 -0.825 2.445
H -2.169 -0.543 -0.014
C 1.669 -1.314 -2.507
N -0.254 -0.310 -0.869
H 0.072 1.434 -2.068
H 1.892 0.071 1.336
C 0.790 -0.741 -1.833
C -0.292 0.385 -2.038
C -0.091 -0.026 0.792
C -1.107 -0.858 0.167
H -1.151 0.035 -2.695
C -0.333 1.451 1.115
H 1.364 -1.603 0.815
H -1.224 -2.013 0.242
C 1.127 -0.663 1.352
H -0.918 1.530 2.072
H -0.936 1.990 0.285
H 0.583 2.002 1.405
```

***

Taking the records one at a time from the top gives energy above the lowest of the compared OMol25 structures with the same formula, charge and spin values of 4.021 4.780 0.000 0.000 0.520 3.632 0.940 0.000 3.654 1.001 3.354 3.823 7.081 eV.